Record 1
24
Properties=species:S:1:pos:R:3:forces:R:3:mulliken_spin:R:1 method="wB97M-V/def2-TZVPD" multiplicity=3 orbital_gap_ev="7.3 / 9.0" e_tot_ha=-2975.09992
C 1.721706 2.396981 0.338949 -1.165 -0.722 0.440 0.54
C 2.888344 2.221086 -0.487775 1.000 0.179 -0.224 0.18
C -2.639490 -0.929653 0.752635 -0.011 0.165 0.066 0.00
C -1.217027 -2.562457 -0.326443 0.221 0.055 -0.010 0.01
C -0.382181 0.218214 -1.018022 -0.003 0.285 -0.366 0.00
C 0.818178 -0.446391 0.941367 -0.390 -1.002 -0.076 0.68
N 1.128702 3.293142 0.919263 0.561 1.117 0.084 0.28
N -1.294146 -1.430018 0.580757 0.072 -0.078 0.272 0.04
N -0.363374 -0.412052 0.280477 0.438 0.209 0.225 0.09
Br 2.381996 -1.216278 -0.030190 -0.079 0.087 0.121 0.14
H 3.404346 1.301279 -0.191819 -0.061 0.273 -0.129 0.00
H 2.571650 2.093796 -1.521823 0.026 -0.024 -0.088 0.00
H 3.577416 3.068333 -0.413863 0.074 0.104 -0.105 -0.01
H -3.146296 -0.682662 -0.193715 0.026 -0.009 0.036 0.00
H -3.220158 -1.695841 1.267494 -0.061 0.036 -0.060 0.00
H -2.598265 -0.039849 1.380475 -0.084 -0.042 -0.024 0.00
H -1.763301 -3.395681 0.111935 -0.053 -0.020 -0.019 0.00
H -1.633579 -2.346035 -1.318709 -0.041 0.003 -0.047 0.00
H -0.173570 -2.852605 -0.435545 0.002 -0.061 -0.028 0.00
H 0.054644 1.215531 -0.902911 -0.185 -0.199 -0.134 -0.01
H 0.210643 -0.327164 -1.761950 -0.090 -0.085 0.057 0.00
H -1.407572 0.310569 -1.371831 -0.011 0.026 0.009 0.00
H 0.776153 -0.912657 1.915806 -0.005 0.043 0.052 0.03
H 0.305172 3.130419 1.485430 -0.182 -0.342 -0.050 0.03



Record 2
24
Properties=species:S:1:pos:R:3:forces:R:3:mulliken_charge:R:1 method="wB97M-V/def2-TZVPD" total_charge=-1 orbital_gap_ev="2.7 / 2.7" e_tot_ha=-1078.71305 e_above_lowest_kcal_mol=38.1
C 0.043953 -0.638792 -2.128856 -0.504 0.017 -1.160 -1.15
Ca -0.042435 0.444800 -0.090460 1.232 -1.214 -0.163 -0.41
N -2.434928 -0.281816 0.008242 -1.367 -0.002 0.096 -0.43
H 1.983149 0.013897 0.003530 0.801 1.113 0.168 -0.13
H 0.849433 -1.480459 0.362470 -0.676 -0.508 0.831 -0.12
H 1.039879 -0.984195 -2.450749 -0.262 0.175 0.147 0.20
H -0.234881 0.262655 -2.734795 -0.040 -0.304 -0.482 0.19
H -0.690352 -1.446222 -2.301586 0.034 0.186 -0.187 0.11
H -3.027662 0.539145 0.197920 0.114 -0.471 -0.100 0.22
H -2.698642 -0.985963 0.714105 0.435 0.402 -0.479 0.21
H -2.734932 -0.654250 -0.905429 0.447 0.184 0.525 0.18
N -0.730233 2.668289 5.938979 -0.177 0.595 1.280 -0.47
C -0.621094 2.107997 4.719851 0.172 -0.642 -1.080 1.20
C -0.554674 2.943694 3.571300 -0.028 -0.684 0.064 -0.84
C -0.425397 2.312907 2.339032 -0.069 -1.047 0.636 0.16
N -0.379001 0.964196 2.216550 -0.240 0.487 1.008 -0.21
C -0.433888 0.165947 3.312920 -0.086 0.960 -0.287 -0.66
C -0.564658 0.687627 4.598531 0.041 0.868 -0.696 -0.63
H -0.757940 3.678049 6.030854 0.021 -0.610 0.138 0.19
H -0.764679 2.078248 6.762725 0.025 0.490 -0.354 0.19
H -0.609131 4.035875 3.658448 0.080 -0.504 0.012 0.23
H -0.355012 2.888252 1.399747 -0.024 -0.215 0.544 0.21
H -0.364981 -0.911383 3.120832 0.003 0.437 -0.092 0.47
H -0.626609 0.042942 5.482242 0.067 0.288 -0.369 0.27



Record 3
31
Properties=species:S:1:pos:R:3:forces:R:3:mulliken_charge:R:1 method="wB97M-V/def2-TZVPD" total_charge=+1 orbital_gap_ev=1.7 e_tot_ha=-2250.75865
C -3.212446 -0.094185 -0.265168 -0.433 1.354 -0.317 -0.97
C -2.143263 -0.059790 -1.507498 0.010 -1.556 -0.338 -0.88
N -0.743037 0.377654 -1.140277 -1.062 0.612 -2.224 0.21
C -0.684930 1.788433 -0.599424 1.032 1.925 0.690 -0.51
C 0.259599 1.933816 0.772423 -0.016 1.470 -0.277 -0.65
S 0.772641 0.289457 1.507330 1.190 -5.984 2.273 1.15
O 1.670185 -0.532968 0.546726 -2.829 2.969 1.418 -0.62
O -0.522054 -0.451487 1.953142 2.503 2.993 -2.276 -0.62
N 1.731391 0.490170 2.995535 -0.338 -1.041 -1.940 -0.57
S 2.435890 -1.030416 3.486608 -2.698 -3.434 4.936 1.04
N 3.957878 -1.411941 2.703742 -1.330 -0.178 -0.974 -0.61
O 2.717188 -0.948109 5.037596 -0.330 0.882 -5.929 -0.60
O 1.508830 -2.266611 3.302438 2.742 3.816 -0.570 -0.62
C 0.036034 0.285950 -2.468810 0.398 2.506 -5.913 0.22
C 1.249675 -0.821707 -2.732793 -1.419 -0.327 0.087 -0.87
O -0.246388 1.077814 -3.539098 1.019 -4.617 7.232 -0.52
H -4.022004 0.750485 -0.502953 1.206 -1.217 0.716 0.47
H -3.836175 -1.108656 -0.256254 2.212 1.370 1.822 0.10
H -2.769143 0.176916 0.783574 -0.514 -1.059 -1.746 0.25
H -2.046334 -1.186338 -1.891040 0.066 2.003 0.665 0.68
H -2.556436 0.549504 -2.418613 0.398 -0.561 1.278 0.69
H -1.718541 2.260087 -0.319783 1.698 -1.250 -0.683 0.22
H -0.185074 2.541035 -1.379178 -1.304 -1.841 1.513 0.29
H 1.220009 2.573214 0.489927 -1.988 -1.588 0.828 0.36
H -0.376971 2.505600 1.581581 1.503 -1.263 -1.469 0.33
H 3.948911 -0.988643 1.747930 -0.171 -0.196 1.015 0.33
H 3.915636 -2.457470 2.525118 -0.185 1.555 0.553 0.31
H 1.413097 -1.558999 -1.839029 -0.173 1.912 -1.474 0.23
H 2.200232 -0.222845 -3.060105 -1.923 -1.221 0.744 0.31
H 0.856246 -1.489703 -3.639582 0.919 1.710 1.760 0.31
Ca -4.830643 -0.970265 -1.874063 -0.184 0.258 -1.401 1.54



Record 4
25
Properties=species:S:1:pos:R:3:forces:R:3:mulliken_spin:R:1 method="wB97M-V/def2-TZVPD" multiplicity=3 orbital_gap_ev="7.6 / 7.5" e_tot_ha=-1259.45328
C -0.160809 0.058491 -0.429005 -2.056 1.025 2.704 0.04
C 1.710784 1.472603 -0.881979 -0.971 0.100 0.388 0.00
C 0.595568 1.641893 1.399305 0.613 -0.631 2.589 0.01
C 1.640894 -2.256007 0.247828 -0.694 -0.347 -1.081 -0.01
C -3.571630 -0.360597 0.059000 -1.697 -0.041 0.192 -0.02
C 0.964516 0.753321 0.321749 2.513 -1.820 -3.760 0.02
N 0.160192 -1.013279 -1.207486 -0.707 -0.253 -3.644 0.20
N 0.839399 -2.105813 -1.005767 1.266 -2.265 1.666 0.69
N -2.619918 -1.176541 0.607776 0.339 -0.489 1.602 0.50
S -1.207420 -0.734129 1.099890 0.900 -0.053 -0.397 0.47
Cl -3.468044 1.452601 0.014564 0.166 0.112 0.762 0.03
H -0.821963 0.741415 -0.992279 0.298 -0.274 0.416 -0.01
H 1.044566 1.953057 -1.607888 -0.482 -0.346 0.192 0.00
H 2.272187 0.751953 -1.433719 0.574 -0.425 -0.366 0.00
H 2.319125 2.303717 -0.620720 0.980 0.423 0.795 0.00
H -0.242793 1.300809 2.002294 0.408 -0.218 0.472 0.00
H 0.269050 2.518012 1.039124 -1.683 3.306 -1.910 0.00
H 1.434696 2.043720 1.982683 0.034 -0.919 0.280 0.00
H 1.169158 -1.972629 1.192760 -0.119 0.006 -0.223 0.01
H 1.946969 -3.320621 0.340950 -0.112 0.813 -0.362 0.00
H 2.475383 -1.597515 0.046889 0.887 -0.257 0.441 0.03
H -4.562630 -0.731160 0.373997 0.214 0.919 0.371 0.02
H -3.573427 -0.500140 -0.949439 -0.116 -0.712 -3.159 0.04
H 1.656771 -0.114800 0.555733 -0.855 1.715 0.554 0.01
H -0.270612 -1.108356 -2.156255 0.301 0.632 1.479 -0.02



| no. | M (g mol⁻¹) |
| --- | --- |
| 1 | 208.103 |
| 2 | 168.277 |
| 3 | 312.406 |
| 4 | 195.719 |